C11H52CdF6N2O22S2 as an isolated structure at a distorted geometry, computed with ωB97M-V with the def2-TZVPD basis set.

The geometry in ORCA input format:
```
! wB97M-V def2-TZVPD RIJCOSX def2/J DEFGRID3
* xyz 0 1
Cd -2.88 0.95 -3.03
C -1.78 1.20 2.54
F -2.26 1.48 3.74
F -2.03 2.23 1.71
F -0.50 0.93 2.61
S -2.75 -0.30 1.89
O -2.56 -1.19 2.99
O -4.14 0.16 1.73
N -1.99 -0.72 0.40
S -0.94 -1.87 0.72
O -0.23 -2.17 -0.48
O -0.18 -1.79 1.98
C -2.03 -3.50 0.92
F -2.26 -3.70 2.18
F -3.22 -3.48 0.31
F -1.28 -4.57 0.56
C 2.58 4.62 -2.79
C 3.21 4.32 -4.21
C 4.73 4.56 -3.91
C 5.65 4.04 -5.02
C 5.43 2.58 -5.05
C 3.97 2.12 -5.37
N 2.97 2.86 -4.48
O 1.54 2.63 -4.70
C 3.86 0.65 -5.26
C 3.65 2.41 -6.90
C 2.65 5.29 -5.22
H 1.49 4.64 -2.86
H 2.91 5.56 -2.35
H 2.65 3.85 -2.02
H 4.97 4.07 -2.97
H 4.93 5.63 -3.81
H 6.70 4.17 -4.75
H 5.47 4.58 -5.95
H 5.70 2.09 -4.12
H 6.11 2.18 -5.80
H 2.85 0.37 -5.55
H 3.99 0.24 -4.26
H 4.68 0.22 -5.85
H 2.71 1.92 -7.17
H 4.33 1.97 -7.63
H 3.49 3.48 -7.01
H 3.19 5.32 -6.17
H 2.57 6.33 -4.89
H 1.61 5.15 -5.49
O -7.50 -7.42 -1.73
H -7.92 -7.47 -0.87
H -6.64 -7.81 -1.59
O -2.41 -6.72 -4.78
H -2.82 -7.56 -4.57
H -1.47 -6.87 -4.64
O -3.68 -10.10 -2.40
H -2.84 -10.47 -2.11
H -4.13 -10.83 -2.83
O 4.43 0.29 -0.76
H 5.03 -0.31 -1.21
H 3.77 0.50 -1.42
O -5.23 -0.46 8.46
H -5.58 -0.83 9.27
H -4.92 -1.22 7.96
O 3.86 -1.24 5.14
H 3.38 -1.26 4.31
H 3.21 -1.50 5.79
O 2.95 -5.85 3.44
H 2.39 -6.63 3.50
H 2.52 -5.20 4.00
O -0.38 9.67 2.71
H -1.01 10.23 2.25
H -0.30 8.89 2.15
O -2.41 -2.37 -4.66
H -1.49 -2.54 -4.83
H -2.82 -3.23 -4.64
O -6.24 0.10 -2.38
H -6.82 0.62 -1.82
H -6.78 -0.64 -2.66
O -3.74 4.18 -2.21
H -4.65 4.39 -2.00
H -3.33 5.03 -2.35
O -8.92 -1.54 4.55
H -8.80 -0.64 4.83
H -8.06 -1.95 4.67
O 0.34 -3.34 7.02
H -0.59 -3.51 6.86
H 0.46 -3.52 7.95
O -0.94 1.06 9.12
H -0.73 0.19 9.44
H -1.78 0.96 8.67
O 4.31 2.84 6.82
H 4.00 2.15 6.23
H 5.25 2.89 6.66
O -0.27 5.80 8.91
H -0.89 6.25 8.33
H -0.36 4.88 8.68
O 0.51 -9.66 3.49
H 0.91 -10.04 2.70
H -0.43 -9.72 3.33
*
```

Calculated values
Gap between HOMO and LUMO, eV: 2.592
Highest occupied orbital energy, eV: -7.8
Total energy, Eh: -3778.02350
Relative energy (zero: lowest compared OMol25 entry of this formula, charge and spin), kcal per mole: 185.8

=====

C11H6ClI2N2RuS2 as an isolated structure at a distorted geometry, computed with ωB97M-V with the def2-TZVPD basis set.

The geometry in ORCA input format:
```
! wB97M-V def2-TZVPD RIJCOSX def2/J DEFGRID3
* xyz 1 5
Ru -1.44 0.29 -0.62
S -0.42 -1.85 -0.55
C -0.35 -2.13 1.14
C 0.48 -3.19 1.57
N 1.17 -4.04 1.89
C -1.13 -1.43 2.04
S -2.23 -0.19 1.57
C -1.06 -1.69 3.43
N -0.98 -1.86 4.56
I -3.45 0.06 -2.46
I -3.52 -2.60 -2.95
Cl 1.20 1.69 2.15
C 1.26 1.34 0.48
C 2.34 0.64 -0.05
C 2.40 0.35 -1.41
C 1.41 0.79 -2.28
C 0.32 1.51 -1.79
C 0.21 1.79 -0.38
C -1.03 2.31 0.09
H 3.14 0.32 0.61
H 3.24 -0.22 -1.79
H 1.50 0.60 -3.34
H -0.34 2.03 -2.49
H -1.62 2.95 -0.57
H -1.12 2.53 1.15
*
```

Calculated values
Gap between HOMO and LUMO (alpha / beta), eV: 6.036 / 5.913
<S²>: 6.040
Highest occupied orbital energy (alpha / beta), eV: -12.0 / -12.7
Total energy, Eh: -2478.78984
Relative energy (zero: lowest compared OMol25 entry of this formula, charge and spin), kcal per mole: 5.2

=====

C11H7BeN2O6 as an isolated structure at a distorted geometry, computed with ωB97M-V with the def2-TZVPD basis set.

The geometry in ORCA input format:
```
! wB97M-V def2-TZVPD RIJCOSX def2/J DEFGRID3
* xyz 1 1
O 2.67 -3.75 -2.06
C 1.72 -3.24 -1.68
Be 1.37 1.52 -0.16
C 1.57 2.89 1.25
O 1.26 3.99 1.59
C 3.31 1.32 0.74
O 4.51 1.35 0.67
C 1.45 1.88 -1.90
O 1.52 1.90 -3.06
C 2.45 1.82 1.91
O 2.46 1.54 3.09
H 2.57 0.82 -0.18
N -3.25 -2.53 -1.30
C -2.03 -1.95 -1.45
O -1.27 -2.23 -2.38
C -1.62 -0.97 -0.38
C -2.34 -0.76 0.80
C -1.88 0.19 1.71
C -0.71 0.90 1.44
N 0.02 0.66 0.32
C -0.43 -0.27 -0.58
H -3.57 -3.14 -2.05
H -3.94 -2.24 -0.62
H -3.25 -1.33 1.01
H -2.41 0.40 2.63
H -0.36 1.67 2.13
H 0.19 -0.43 -1.48
*
```

Calculated values
Gap between HOMO and LUMO (alpha / beta), eV: 6.449 / 6.447
Highest occupied orbital energy (alpha / beta), eV: -12.1 / -12.1
Total energy, Eh: -998.75679
Relative energy (zero: lowest compared OMol25 entry of this formula, charge and spin), kcal per mole: 6.0

=====

One molecule with the formula C11H7Br3O3, computed with ωB97M-V with the def2-TZVPD basis set.

The geometry in ORCA input format:
```
! wB97M-V def2-TZVPD RIJCOSX def2/J DEFGRID3
* xyz 0 1
C -2.59 -1.12 -2.82
C -1.56 -1.78 -2.32
C -0.56 -1.22 -1.41
C -0.60 -1.46 -0.10
Br -1.91 -2.51 0.75
C 0.47 -0.92 0.79
O 0.82 -1.48 1.80
C 1.09 0.38 0.38
C 1.66 1.26 1.39
Br 3.43 1.95 1.10
C 1.00 1.58 2.51
C -0.38 1.12 2.84
Br 1.75 2.70 3.84
C 1.14 0.61 -0.95
O 1.67 1.72 -1.51
C 0.59 -0.39 -1.90
O 1.05 -0.55 -3.01
H -2.74 -0.06 -2.71
H -3.35 -1.66 -3.36
H -1.46 -2.83 -2.57
H -0.31 0.22 3.45
H -0.97 0.95 1.96
H -0.86 1.87 3.45
H 2.62 1.59 -1.62
*
```

Calculated values
Gap between HOMO and LUMO, eV: 7.691
Highest occupied orbital energy, eV: -9.3
Total energy, Eh: -8371.05062
Structure (SMILES): C=CC1=C(Br)C(=O)C(/C(Br)=C(\C)Br)=C(O)C1=O

=====

One molecule with the formula C11H7I2N3O at a distorted geometry, computed with ωB97M-V with the def2-TZVPD basis set.

The geometry in ORCA input format:
```
! wB97M-V def2-TZVPD RIJCOSX def2/J DEFGRID3
* xyz 0 1
O 2.84 -3.13 2.31
C 2.43 -2.01 2.14
N 3.09 -0.90 2.65
N 2.62 0.25 1.96
C 1.51 -0.14 1.18
C 0.65 0.64 0.39
I 0.97 2.90 0.26
C -0.40 0.00 -0.32
N -1.30 0.74 -1.07
C -1.04 1.18 -2.39
C -2.17 1.85 -2.81
C -3.18 1.73 -1.79
C -2.59 1.11 -0.72
C -0.54 -1.40 -0.16
I -2.22 -2.54 -1.10
C 0.35 -2.17 0.62
C 1.38 -1.52 1.28
H 4.11 -1.05 2.81
H 2.71 1.21 2.33
H -0.07 1.06 -2.88
H -2.23 2.41 -3.77
H -4.17 2.18 -1.83
H -3.05 0.90 0.26
H 0.30 -3.28 0.65
*
```

Calculated values
Gap between HOMO and LUMO, eV: 7.838
Highest occupied orbital energy, eV: -8.6
Total energy, Eh: -1258.22334
Structure (SMILES): O=c1[nH][nH]c2c(I)c(-n3cccc3)c(I)cc12
Relative energy (zero: lowest compared OMol25 entry of this formula, charge and spin), kcal per mole: 0.0

=====

C11H7NO2S as an isolated structure at a distorted geometry, computed with ωB97M-V with the def2-TZVPD basis set.

The geometry in ORCA input format:
```
! wB97M-V def2-TZVPD RIJCOSX def2/J DEFGRID3
* xyz 0 1
C -1.96 2.21 -1.19
C -2.71 1.10 -0.73
C -0.65 2.08 -1.42
C -2.02 0.06 -0.20
C 1.58 0.99 -0.95
C 2.26 -0.07 -0.35
C 0.16 1.02 -0.83
C -0.60 0.05 -0.16
C 0.16 -1.07 0.20
C 1.53 -1.16 0.14
C 0.86 -1.61 3.22
N 1.98 -2.37 0.65
O 0.20 -1.92 4.11
O -0.47 -2.19 0.74
S 0.66 -3.12 1.52
H -2.61 3.08 -1.56
H -3.72 1.25 -0.86
H -0.28 2.96 -1.95
H -2.43 -0.75 0.15
H 2.06 1.78 -1.39
H 3.27 -0.07 -0.40
H 2.74 -2.25 1.27
*
```

Calculated values
Gap between HOMO and LUMO, eV: 7.386
Highest occupied orbital energy, eV: -7.4
Total energy, Eh: -1026.68151

=====

C11H8Br2ClN2OPSn as an isolated structure at a distorted geometry, computed with ωB97M-V with the def2-TZVPD basis set.

The geometry in ORCA input format:
```
! wB97M-V def2-TZVPD RIJCOSX def2/J DEFGRID3
* xyz 2 1
C -4.45 -0.58 -2.55
C -3.30 -0.56 -1.58
Br -3.51 0.72 -0.16
C -2.23 -1.34 -1.65
Br -2.01 -2.63 -3.02
C -1.15 -1.17 -0.64
C -0.90 -2.20 0.33
N 0.00 -2.15 1.26
C 0.69 -0.98 1.23
C 1.66 -0.78 2.22
C 2.41 0.33 2.26
C 2.22 1.34 1.27
P 3.24 2.83 1.27
O 4.38 2.49 0.07
Cl 2.21 4.40 0.63
C 1.27 1.19 0.32
C 0.50 0.02 0.28
N -0.45 -0.08 -0.69
H -4.79 0.45 -2.69
H -4.13 -1.00 -3.50
H -5.27 -1.15 -2.09
H -1.51 -3.10 0.27
H 1.79 -1.54 2.98
H 3.16 0.50 3.05
H 3.95 1.88 -0.57
H 1.07 1.94 -0.44
Sn 5.18 1.14 2.13
*
```

Calculated values
Gap between HOMO and LUMO, eV: 3.693
Highest occupied orbital energy, eV: -13.8
Total energy, Eh: -6771.92777

=====

An isolated ion of composition C11H8F9N2O4S and charge +1 at a distorted geometry, computed with ωB97M-V with the def2-TZVPD basis set.

The geometry in ORCA input format:
```
! wB97M-V def2-TZVPD RIJCOSX def2/J DEFGRID3
* xyz 1 1
C 2.81 0.44 2.10
C 1.65 0.30 1.12
C 0.56 1.15 1.32
C -0.55 1.11 0.46
C -1.69 2.10 0.71
O -2.50 1.82 1.55
O -1.63 3.23 -0.02
N -2.89 3.80 -0.25
C -0.52 0.14 -0.56
S -1.92 -0.04 -1.69
O -1.48 -0.63 -2.93
O -2.52 1.23 -1.95
C -3.17 -1.18 -0.90
F -4.23 -1.32 -1.69
F -3.61 -0.60 0.24
C -2.60 -2.60 -0.51
F -3.52 -3.53 -0.59
F -1.51 -2.93 -1.22
F -2.23 -2.53 0.79
C 0.56 -0.69 -0.72
N 1.63 -0.60 0.09
C 2.78 -1.49 -0.14
F 2.99 -2.28 0.92
F 2.51 -2.34 -1.15
C 4.10 -0.72 -0.56
F 3.85 0.58 -0.84
F 4.68 -1.30 -1.62
H 3.62 -0.28 1.94
H 2.38 0.41 3.11
H 3.23 1.45 1.95
H 0.59 1.85 2.16
H -3.08 4.55 0.41
H -3.62 3.11 -0.28
H 0.49 -1.41 -1.54
H 4.81 -0.80 0.28
*
```

Calculated values
Gap between HOMO and LUMO, eV: 7.482
Highest occupied orbital energy, eV: -13.1
Total energy, Eh: -2131.06093
Structure (SMILES): Cc1cc(C(=O)ON)c(S(=O)(=O)C(F)(F)C(F)(F)F)c[n+]1C(F)(F)C(F)F